No. 1
Computed, not measured: C56H62F3GeN5O4Rb as an isolated structure, with the ωB97M-V functional and the def2-TZVPD basis.

## Properties
- ΔE to the lowest compared entry with this formula, charge and spin: 0.0 kJ/mol

ORCA input file:
```
! RIJCOSX wB97M-V def2-TZVPD def2/J DEFGRID3
* xyz -1 1
Rb -1.667 0.518 0.305
Ge 4.637 -0.651 0.591
F 3.221 1.933 -5.756
F 1.739 0.658 -6.682
F 3.608 -0.183 -5.995
O 0.448 -0.837 2.541
O 1.393 -4.580 1.669
O -0.649 5.169 1.528
O 2.465 -1.202 3.626
N 0.856 -0.120 -1.921
N -1.136 1.872 2.803
N 1.671 -3.563 0.959
N -1.246 2.103 -2.254
N -0.766 3.196 0.333
C -5.540 1.740 1.653
C -0.588 3.505 -4.556
C 5.745 -1.973 1.518
C -6.984 -0.257 2.086
C -3.982 -4.982 0.036
C -1.860 -3.962 -0.791
C 6.867 0.716 -3.388
C 0.839 -1.013 -2.908
C -2.944 -3.876 0.297
C 6.721 -0.755 -1.488
C -2.291 -4.135 1.658
C 2.873 1.530 1.228
C -1.182 1.273 3.995
C 7.047 -4.117 2.765
C 2.722 -2.814 1.047
C -3.969 -1.788 -0.876
C -4.124 -1.809 1.364
C -5.006 -0.270 -2.983
C -6.801 0.435 -1.472
C 4.894 1.557 2.523
C 2.437 2.685 1.862
C -0.732 3.921 1.435
C -0.425 3.863 3.910
C 6.035 -3.146 0.814
C -5.273 0.307 -1.583
C 6.759 -2.965 3.479
C 2.035 0.438 -4.358
C 5.575 -0.096 -1.038
C -5.531 0.235 1.949
C -4.634 1.704 -1.578
C 1.421 -0.785 -4.144
C -4.696 -0.625 -0.510
C 1.461 -1.024 3.074
C 6.109 -1.903 2.860
C 5.108 0.994 -1.771
C 5.747 1.398 -2.936
C -0.822 3.362 -2.165
C 2.055 1.374 -3.346
C 2.981 -1.661 0.116
C 3.229 3.268 2.842
C 1.457 1.042 -2.139
C -0.850 1.895 5.184
C 2.655 0.719 -5.697
C -4.783 -0.632 0.923
C 4.100 0.947 1.553
C 4.457 2.707 3.169
C -0.729 4.056 -0.828
C -0.481 4.091 -3.313
C -0.768 3.155 2.756
C 7.358 -0.357 -2.658
C 6.683 -4.208 1.427
C -1.360 1.547 -3.465
C -1.043 2.192 -4.642
C -0.456 3.226 5.135
C -4.882 0.096 3.337
C -3.618 -2.519 0.268
H -3.935 -0.344 -3.184
H 5.734 -3.241 -0.225
H -0.192 3.756 6.042
H 0.176 4.681 -0.832
H -4.930 2.258 -2.478
H 2.231 1.074 0.480
H -1.145 1.688 -5.595
H -4.057 -2.148 2.388
H -0.140 5.113 -3.207
H 7.538 -4.950 3.252
H -0.909 1.354 6.120
H 5.866 -1.023 3.443
H 6.887 -5.113 0.868
H -6.986 -1.305 2.392
H 5.075 3.166 3.931
H -5.446 0.390 -3.737
H -1.725 -5.071 1.650
H -3.048 -4.199 2.442
H 1.422 1.761 -1.324
H -7.517 -0.187 1.138
H 1.482 3.119 1.593
H -5.371 0.775 4.043
H 5.860 1.138 2.779
H -5.449 -1.261 -3.095
H 8.243 -0.885 -2.995
H 3.100 -2.016 -0.912
H -7.531 0.328 2.837
H -5.954 2.281 2.510
H -4.929 2.294 -0.716
H -3.547 1.623 -1.580
H 1.384 -1.534 -4.923
H -2.306 -4.016 -1.787
H -4.754 -4.954 0.807
H 2.887 4.163 3.349
H -7.258 -0.557 -1.462
H 7.028 -2.896 4.527
H -3.517 -5.976 0.041
H -4.464 -4.823 -0.931
H -6.155 1.991 0.792
H 4.246 1.549 -1.415
H 0.327 -1.948 -2.705
H 0.969 -3.309 0.253
H -0.330 4.059 -5.450
H -4.526 2.111 1.482
H -1.728 0.525 -3.481
H -3.750 -2.113 -1.885
H -1.232 -3.063 -0.763
H 3.415 -3.111 1.823
H -7.105 0.954 -0.565
H 7.133 -1.577 -0.918
H 2.141 -0.960 0.118
H -7.203 0.994 -2.325
H 7.360 1.026 -4.301
H -1.549 4.790 -0.794
H 5.376 2.251 -3.492
H -4.978 -0.915 3.733
H -1.601 -3.329 1.921
H -0.156 4.904 3.796
H -1.229 -4.846 -0.647
H 2.508 2.343 -3.491
H -1.506 0.237 3.994
H -3.821 0.352 3.295
*
```



No. 2
Computed, not measured: a 6-piece molecular cluster, C56H70BrClF6IN2O6 overall, with the ωB97M-V functional and the def2-TZVPD basis.

ORCA input file:
```
! RIJCOSX wB97M-V def2-TZVPD def2/J DEFGRID3
* xyz 1 1
I 2.156 -5.902 -1.850
Br 3.376 1.921 -1.304
Cl 4.499 -5.657 1.064
F -0.290 -0.436 5.101
F 1.480 4.296 -0.338
F -4.183 -1.315 -1.489
F -10.641 -2.983 -2.963
F 5.415 7.810 6.497
F -9.512 3.044 -3.182
O 5.759 -3.506 0.587
O 2.540 0.996 2.476
O -0.590 0.995 -2.376
O -2.060 0.083 -1.047
O 7.379 0.547 0.856
O 2.383 3.607 1.461
N 1.714 -0.477 -0.644
N 4.679 -0.528 2.649
C -9.754 3.078 -4.510
C 3.119 0.702 1.260
C 5.077 0.638 -3.905
C -8.752 2.711 -5.386
C -8.885 -6.144 -2.992
C 3.147 -1.724 1.261
C 2.694 -3.754 -1.864
C -10.248 3.145 -7.218
C -9.789 -5.154 -2.636
C -6.512 1.424 -1.971
C 6.735 -0.696 0.587
C 4.772 -3.853 1.060
C 2.070 -1.797 0.100
C -7.702 0.724 -2.117
C 4.755 1.083 4.561
C 3.698 6.362 5.802
C 4.155 -0.500 1.293
C -6.518 -1.349 -1.845
C 5.350 0.679 3.170
C 3.588 0.170 -3.981
C -10.997 3.478 -4.957
C -5.348 -0.637 -1.697
C -1.928 -0.800 8.851
C -9.762 -3.944 -3.303
C -9.005 2.740 -6.750
C 1.786 3.305 0.525
C 7.459 -1.266 -0.689
C 1.187 1.950 0.198
C -1.990 -1.291 6.498
C -7.959 -5.913 -4.001
C 5.568 6.847 4.358
C 3.241 -0.837 -2.821
C 3.161 5.538 4.823
C 1.920 -3.126 -0.689
C 3.383 -0.460 -5.371
C 5.241 -0.505 0.188
C 0.191 -0.473 -0.542
C -7.705 -0.664 -2.051
C -0.833 -0.558 6.340
C 0.445 1.694 3.492
C -7.940 -4.691 -4.659
C -8.849 -3.701 -4.313
C 5.031 6.013 3.387
C 2.246 0.785 -0.034
C 4.894 7.007 5.553
C 1.875 -0.582 -2.158
C -2.537 -1.416 7.767
C -0.747 0.267 -1.473
C -0.766 -0.061 8.670
C -5.323 0.741 -1.753
C 3.826 5.360 3.617
C 4.224 -3.750 -2.049
C -11.242 3.516 -6.322
C 1.323 0.512 2.977
C 3.700 -3.076 1.764
C -0.210 0.059 7.405
H 4.677 -4.600 -1.541
H 3.891 0.434 4.719
H -8.633 -1.211 -2.162
H 6.828 1.265 0.525
H 5.553 5.874 2.449
H -7.218 -4.508 -5.444
H -6.509 2.505 -2.025
H 1.554 0.340 -2.647
H 5.288 0.333 -0.515
H 4.493 2.141 4.620
H 6.883 -1.427 1.381
H -4.386 1.269 -1.628
H 6.781 -1.412 -1.537
H 0.877 -3.179 -1.045
H 1.505 -0.095 3.868
H 0.700 0.624 7.244
H -8.903 -7.098 -2.481
H 0.080 1.469 4.483
H 8.205 -0.541 -1.021
H 2.991 1.087 -3.934
H 3.820 1.534 1.150
H 3.167 -1.751 -3.413
H 4.742 -2.813 -1.849
H 5.457 0.828 5.359
H 3.410 0.278 -6.174
H -8.232 2.447 -7.447
H 1.212 -1.941 0.758
H -11.761 3.756 -4.243
H -6.498 -2.431 -1.799
H 1.836 -3.906 0.075
H 5.693 0.225 -4.705
H -10.512 -5.314 -1.846
H 2.484 -1.084 -5.444
H -3.440 -1.995 7.909
H 2.846 -3.731 1.959
H -10.443 3.172 -8.283
H 0.667 -0.111 2.345
H -0.414 1.900 2.848
H 0.747 2.148 -0.789
H 5.050 -1.393 -0.421
H -0.294 0.423 9.515
H 4.219 -1.143 -5.576
H -7.252 -6.685 -4.275
H 1.084 2.572 3.621
H 0.358 1.716 0.866
H 3.405 4.713 2.857
H -2.455 -1.757 5.639
H 5.423 1.528 2.488
H 6.501 7.370 4.195
H -2.365 -0.802 -1.330
H 4.119 -0.861 -2.183
H -2.358 -0.895 9.840
H 1.163 -1.315 -2.540
H -8.626 1.258 -2.282
H 4.080 -2.929 2.783
H -8.854 -2.745 -4.821
H -0.135 -0.264 0.479
H 5.558 0.397 -2.950
H 5.302 -1.306 2.812
H 2.219 5.034 5.003
H 8.007 -2.176 -0.437
H 6.386 0.403 3.393
H -0.206 -1.489 -0.670
H 2.606 -1.470 2.181
H 4.410 -3.960 -3.110
H 5.108 1.730 -3.989
H 3.199 6.507 6.751
H -12.209 3.835 -6.687
H -7.787 2.406 -5.001
H 2.238 -3.485 -2.815
*
```



No. 3
Computed, not measured: a 8-piece molecular cluster, C56H71ClN9O4S overall, with the ωB97M-V functional and the def2-TZVPD basis.

ORCA input file:
```
! RIJCOSX wB97M-V def2-TZVPD def2/J DEFGRID3
* xyz 1 1
Cl -3.345 -4.654 -0.159
S -2.919 -3.526 -1.904
O -1.683 6.215 -2.635
O -1.488 -3.828 -2.452
O 0.421 5.536 -3.620
O -3.905 -4.075 -3.008
N -1.683 -9.673 2.306
N 4.883 -0.103 1.108
N -0.292 0.747 0.709
N -2.565 3.689 4.639
N -1.011 1.420 1.636
N 2.615 -4.895 3.293
N 0.339 -3.008 -6.216
N 6.309 1.259 5.031
N 3.472 6.741 -0.739
C -1.157 -1.669 0.002
C -1.127 2.891 1.508
C 1.851 -5.469 4.248
C 6.210 7.308 -0.824
C 0.446 2.782 -0.877
C -0.245 5.855 -2.499
C -0.926 1.185 -4.890
C -2.549 -0.950 -0.478
C 4.815 2.482 3.583
C -3.309 -1.702 -1.728
C -1.184 4.562 6.417
C -1.357 3.944 5.189
C 3.710 -0.658 1.484
C 3.585 -1.961 1.938
C 0.495 1.045 -4.079
C 4.842 2.947 5.938
C 5.953 -2.204 1.627
C -3.900 2.110 -3.637
C 3.959 7.787 -1.441
C -5.948 1.766 -0.062
C -0.473 5.281 0.146
C 0.126 -3.413 -7.487
C 4.375 5.982 -0.080
C -1.586 -4.939 -6.840
C -2.448 -10.247 3.261
C -3.647 4.073 5.351
C -0.213 -0.774 0.996
C 0.536 5.884 -1.022
C 5.978 -0.890 1.189
C 5.821 1.976 6.067
C -3.575 4.700 6.584
C -2.318 4.947 7.125
C -4.964 2.664 -2.476
C -2.837 -11.030 0.677
C 0.888 -6.431 3.989
C 1.461 -6.252 1.664
C -1.389 -4.544 -5.521
C -1.533 2.721 -4.933
C 5.305 8.107 -1.515
C 0.444 1.145 -0.531
C 4.331 3.203 4.670
C -3.411 -11.209 3.001
C 0.691 -6.827 2.670
C 2.403 -5.300 2.023
C 1.243 0.144 -1.578
C 0.222 -0.069 -2.867
C -3.608 -11.604 1.683
C -0.815 -4.364 -7.846
C -1.896 -10.078 1.035
C -2.558 3.072 -3.698
C 4.730 -2.747 2.008
C -0.384 3.634 0.264
C 5.794 1.528 3.812
C 5.739 6.224 -0.090
C -5.736 1.456 -1.678
C -0.426 -3.582 -5.262
H -6.813 1.218 -2.100
H 0.920 2.067 -3.671
H 6.909 -0.420 0.884
H 1.581 5.324 -1.064
H -1.972 -4.973 -4.715
H 2.040 -5.125 5.261
H -3.578 1.038 -3.278
H 2.224 0.710 -1.956
H -3.136 -1.174 -2.772
H -2.396 0.182 -0.824
H -4.355 -12.355 1.440
H -0.190 4.739 6.811
H 4.485 3.491 6.806
H -2.967 -11.316 -0.361
H -2.259 -9.903 4.273
H -1.717 3.548 2.284
H 1.286 0.533 -4.795
H -0.716 0.877 -6.014
H 0.999 3.247 -1.806
H 3.959 5.146 0.476
H -3.994 -11.638 3.808
H -6.866 2.472 0.155
H -0.237 -3.238 -4.249
H 6.864 -2.791 1.669
H 5.639 8.958 -2.097
H -0.603 3.453 -4.873
H 0.304 -6.861 4.795
H -3.336 -0.925 0.416
H -4.605 3.856 4.888
H -1.768 0.449 -4.499
H -0.504 3.628 4.596
H -0.945 -4.651 -8.883
H 3.563 3.958 4.529
H -5.071 0.482 -1.736
H -2.222 5.435 8.090
H -0.552 -1.001 2.118
H -1.980 3.094 -2.681
H -4.430 3.326 -1.658
H -5.812 3.352 -2.945
H -4.478 4.989 7.111
H -0.868 0.193 -2.461
H 6.201 0.937 2.997
H 1.619 -0.855 -1.100
H 4.439 2.659 2.582
H 3.212 8.382 -1.960
H -0.056 -7.577 2.428
H 7.273 7.528 -0.857
H -2.258 5.572 -2.126
H -1.557 5.681 -0.054
H 0.255 -1.178 -3.262
H 2.617 -2.354 2.229
H 6.419 5.583 0.460
H -4.479 -1.629 -1.520
H -1.267 -9.603 0.287
H -4.509 2.085 -4.642
H 0.755 -2.938 -8.235
H 1.332 -6.538 0.627
H 0.805 7.027 -0.842
H -0.470 -1.971 -0.926
H 4.671 -3.774 2.358
H -6.150 0.755 0.524
H -0.094 5.715 1.177
H 2.845 -0.006 1.408
H 6.254 1.742 7.036
H -2.963 4.173 -3.898
H -2.333 -5.690 -7.082
H -1.428 -2.674 0.540
H -4.984 2.233 0.422
H 3.031 -4.825 1.275
H -2.089 2.952 -5.962
H 0.921 -1.145 0.948
*
```



For reference, lowest unoccupied orbital energy by record: 1.91 -3.30 -4.23 eV.
For reference, HOMO-LUMO gap by record: 5.50 7.29 6.71 eV.